One molecule with the formula C3H9NS at a distorted geometry. Source: OMol25; level of theory: the ωB97M-V functional and the def2-TZVPD basis.

```
14
Properties=species:S:1:pos:R:3:nbo_charge:R:1
N -1.429 -1.403 -0.645 -0.872
C -0.777 -0.142 -1.009 -0.206
C 0.635 -0.087 -0.478 -0.427
C 0.745 0.257 1.029 -0.494
S 1.806 1.777 1.078 -0.081
H -2.165 -1.784 -1.220 0.368
H -1.766 -1.490 0.302 0.358
H -0.828 0.015 -2.084 0.203
H -1.381 0.709 -0.565 0.163
H 1.301 -0.876 -0.848 0.225
H 1.068 0.808 -0.925 0.204
H 1.162 -0.538 1.610 0.223
H -0.168 0.785 1.349 0.220
H 1.798 1.971 2.408 0.116
```

Calculated values
E_LUMO = 1.017 eV
relative energy (zero: lowest compared OMol25 entry of this formula, charge and spin) = 0.8216 eV
HOMO-LUMO gap = 9.98 eV
SMILES string = NCCCS
net charge = 0